No. 1
Density functional theory data (wB97M-V/def2-TZVPD) for 2 unconnected molecules or ions with the total composition C4H12.

Last column: Mulliken spin population.
CARTESIAN COORDINATES (ANGSTROEM)
C (-1.70, 1.26, 1.06)  1.133
C (-1.09, 1.98, -0.14)  2.072
H (-2.38, 1.90, 1.63)  -0.359
H (-2.29, 0.42, 0.71)  -0.414
H (-0.91, 0.92, 1.74)  -0.258
H (-0.57, 1.29, -0.80)  -0.037
H (-0.31, 2.70, 0.13)  -0.550
H (-1.83, 2.52, -0.74)  -0.887
C (0.83, -2.14, -0.51)  1.054
C (1.95, -1.11, -0.38)  0.613
H (0.22, -1.97, -1.41)  -0.503
H (1.21, -3.16, -0.52)  -0.164
H (0.15, -2.07, 0.34)  -0.250
H (2.51, -1.31, 0.53)  -0.352
H (1.53, -0.11, -0.43)  0.089
H (2.66, -1.13, -1.21)  -0.187

Output
LUMO level (spin up / spin down): 4.37 / 4.44 eV
Multiplicity: 2
<S²>: 0.75
Total charge: -1
ΔE to the lowest compared entry with this formula, charge and spin: 9.9 kJ/mol
E: -159.526372 a.u.

---

No. 2
Density functional theory data (wB97M-V/def2-TZVPD) for 2 unconnected molecules or ions with the total composition C4H12 in a non-equilibrium geometry.

Last column: Mulliken charge in e.
CARTESIAN COORDINATES (ANGSTROEM)
C (-2.16, -0.53, -0.73)  -0.755
C (-2.01, 0.93, -1.17)  -0.854
H (-3.20, -0.97, -0.68)  0.288
H (-1.50, -1.19, -1.29)  0.268
H (-1.74, -0.63, 0.25)  0.210
H (-1.16, 0.94, -1.87)  0.246
H (-1.65, 1.61, -0.42)  0.286
H (-2.81, 1.48, -1.69)  0.313
C (1.58, -0.17, 1.52)  -0.851
C (2.53, -0.26, 0.31)  -0.767
H (1.53, -1.09, 2.14)  0.292
H (1.89, 0.49, 2.32)  0.317
H (0.55, 0.12, 1.42)  0.207
H (3.43, 0.37, 0.52)  0.257
H (2.65, -1.31, 0.26)  0.264
H (2.28, 0.39, -0.52)  0.280

Output
LUMO level: 1.11 eV
ΔE to the lowest compared entry with this formula, charge and spin: 109.8 kJ/mol
E: -159.543141 a.u.
Structure (SMILES): CC.CC

---

No. 3
Density functional theory data (wB97M-V/def2-TZVPD) for 2 unconnected molecules or ions with the total composition C4H12 in a non-equilibrium geometry.

Last column: Mulliken charge in e.
CARTESIAN COORDINATES (ANGSTROEM)
C (2.15, -0.81, -0.53)  -0.847
C (1.90, 0.25, 0.57)  -0.679
H (2.11, -0.25, -1.48)  0.233
H (3.17, -1.28, -0.53)  0.314
H (1.51, -1.71, -0.56)  0.277
H (0.82, 0.44, 0.54)  0.190
H (2.28, 1.19, 0.10)  0.240
H (2.53, 0.05, 1.44)  0.296
C (-1.60, 0.46, 0.72)  -0.599
C (-2.43, 0.11, -0.52)  -0.916
H (-0.52, 0.48, 0.64)  0.115
H (-2.05, 1.45, 0.86)  0.276
H (-1.75, -0.34, 1.44)  0.222
H (-2.76, -0.93, -0.53)  0.265
H (-1.97, 0.21, -1.50)  0.320
H (-3.38, 0.68, -0.66)  0.293

Output
LUMO level: 1.12 eV
ΔE to the lowest compared entry with this formula, charge and spin: 128.8 kJ/mol
E: -159.535904 a.u.
Structure (SMILES): CC.CC

---

No. 4
Density functional theory data (wB97M-V/def2-TZVPD) for 2 unconnected molecules or ions with the total composition C4H12 in a non-equilibrium geometry.

Last column: Mulliken charge in e.
CARTESIAN COORDINATES (ANGSTROEM)
C (0.91, -1.69, 0.10)  -0.679
C (1.32, -2.47, 1.29)  -0.895
H (-0.20, -1.68, -0.24)  0.218
H (1.20, -0.62, 0.09)  0.185
H (1.40, -2.12, -0.79)  0.329
H (0.93, -1.86, 2.10)  0.255
H (0.85, -3.43, 1.27)  0.289
H (2.37, -2.53, 1.43)  0.295
C (-0.77, 1.36, -0.69)  -1.040
C (-1.44, 2.79, -0.65)  -0.769
H (-1.38, 0.62, -1.10)  0.391
H (0.03, 1.34, -1.33)  0.423
H (-0.45, 1.06, 0.28)  0.284
H (-0.64, 3.66, -0.67)  0.227
H (-2.08, 2.90, 0.25)  0.258
H (-2.08, 2.72, -1.61)  0.229

Output
LUMO level: 1.12 eV
ΔE to the lowest compared entry with this formula, charge and spin: 89.2 kJ/mol
E: -159.551010 a.u.
Structure (SMILES): CC.CC

---

No. 5
Density functional theory data (wB97M-V/def2-TZVPD) for 2 unconnected molecules or ions with the total composition C4H12 in a non-equilibrium geometry.

Last column: Mulliken charge in e.
CARTESIAN COORDINATES (ANGSTROEM)
C (-1.53, 1.32, -0.54)  -0.783
C (-1.98, -0.25, -0.86)  -0.800
H (-2.30, 2.05, -0.85)  0.331
H (-1.29, 1.47, 0.49)  0.257
H (-0.71, 1.58, -1.30)  0.202
H (-2.35, -0.46, -1.87)  0.334
H (-2.66, -0.50, -0.11)  0.266
H (-1.14, -0.94, -0.67)  0.210
C (1.04, -0.15, 0.57)  -0.483
C (2.42, -0.88, 0.90)  -1.135
H (1.27, 0.49, -0.33)  0.248
H (0.29, -0.91, 0.24)  0.092
H (0.68, 0.45, 1.37)  0.293
H (2.75, -1.66, 0.17)  0.304
H (2.22, -1.31, 1.84)  0.307
H (3.31, -0.31, 0.96)  0.358

Output
LUMO level: 1.14 eV
ΔE to the lowest compared entry with this formula, charge and spin: 97.8 kJ/mol
E: -159.547709 a.u.
Structure (SMILES): CC.CC

---

No. 6
Density functional theory data (wB97M-V/def2-TZVPD) for 2 unconnected molecules or ions with the total composition C4H12 in a non-equilibrium geometry.

Last column: Mulliken charge in e.
CARTESIAN COORDINATES (ANGSTROEM)
C (0.67, 2.08, 1.39)  -0.885
C (-0.66, 1.87, 0.67)  -0.537
H (1.48, 1.48, 0.95)  0.281
H (1.04, 3.10, 1.29)  0.300
H (0.65, 1.85, 2.44)  0.282
H (-0.60, 1.15, -0.16)  -0.046
H (-1.08, 2.75, 0.19)  0.322
H (-1.39, 1.40, 1.31)  0.278
C (-0.51, -1.54, -1.46)  -0.739
C (0.44, -2.40, -0.58)  -0.834
H (-0.55, -1.96, -2.46)  0.326
H (-1.49, -1.42, -1.00)  0.286
H (0.02, -0.59, -1.51)  0.145
H (0.60, -1.88, 0.37)  0.257
H (-0.03, -3.36, -0.38)  0.287
H (1.40, -2.51, -1.08)  0.278

Output
LUMO level: 1.14 eV
ΔE to the lowest compared entry with this formula, charge and spin: 26.5 kJ/mol
E: -159.574886 a.u.
Structure (SMILES): CC.CC

---

No. 7
Density functional theory data (wB97M-V/def2-TZVPD) for 2 unconnected molecules or ions with the total composition C4H12 in a non-equilibrium geometry.

Last column: Mulliken charge in e.
CARTESIAN COORDINATES (ANGSTROEM)
C (0.51, -0.85, -2.20)  -0.641
C (-0.46, 0.32, -2.34)  -1.022
H (-0.23, -1.53, -1.49)  0.125
H (0.60, -1.39, -3.16)  0.333
H (1.37, -0.47, -1.68)  0.235
H (-1.38, 0.15, -2.68)  0.407
H (0.03, 1.02, -3.09)  0.277
H (-0.58, 1.04, -1.52)  0.295
C (-0.26, 0.91, 2.47)  -0.881
C (0.27, -0.50, 2.02)  -0.625
H (-1.18, 1.06, 1.90)  0.250
H (-0.36, 1.08, 3.53)  0.361
H (0.60, 1.72, 2.50)  0.230
H (0.62, -0.56, 0.93)  0.072
H (-0.56, -1.09, 2.08)  0.284
H (1.02, -0.90, 2.74)  0.302

Output
LUMO level: 1.08 eV
ΔE to the lowest compared entry with this formula, charge and spin: 167.3 kJ/mol
E: -159.521261 a.u.
Structure (SMILES): CC.CC

---

No. 8
Density functional theory data (wB97M-V/def2-TZVPD) for 2 unconnected molecules or ions with the total composition C4H12.

Last column: Mulliken charge in e.
CARTESIAN COORDINATES (ANGSTROEM)
C (0.03, 0.72, 1.92)  -0.395
C (1.46, 1.25, 1.87)  -0.879
H (-0.04, -0.15, 2.57)  0.271
H (-0.68, 1.47, 2.27)  0.296
H (-0.31, 0.42, 0.93)  -0.135
H (2.09, 0.86, 2.68)  0.277
H (1.97, 0.93, 0.96)  0.283
H (1.52, 2.33, 1.95)  0.271
C (-0.55, -0.40, -2.35)  -0.765
C (-0.96, -1.57, -1.45)  -0.689
H (-1.42, 0.09, -2.79)  0.265
H (-0.03, 0.38, -1.79)  0.201
H (0.14, -0.70, -3.13)  0.297
H (-0.20, -2.35, -1.43)  0.251
H (-1.88, -2.05, -1.77)  0.292
H (-1.13, -1.23, -0.43)  0.156

Output
LUMO level: 1.17 eV
ΔE to the lowest compared entry with this formula, charge and spin: 16.9 kJ/mol
E: -159.578534 a.u.
Structure (SMILES): CC.CC

---

- Which of these has the lowest E?
  number 8

---

- What is the E in the first record?
  -159.526372 a.u.

---

- Among the records above, which one has the highest E?
  number 7